Entry 1:
36
Properties=species:S:1:pos:R:3:lowdin_charge:R:1 method="wB97M-V/def2-TZVPD" relative_energy_kj_mol=531.97 lumo_energy_ev=0.7 homo_lumo_gap_ev=9.598 molar_mass_g_mol=219.3 e_tot_ev=-20282.0231 smiles="CN(C)C=O.CN(C)C=O.CN(C)C=O"
C -2.02758 -0.68831 -4.97211 -0.32
O -2.71358 -1.27431 -4.11411 -0.02
N -1.85158 0.63969 -4.96311 -0.14
C -0.90658 1.31169 -5.90411 -0.06
C -2.57558 1.51869 -3.96911 0.02
H -1.76658 -1.30131 -5.66011 0.07
H -0.99158 1.01169 -6.96911 0.09
H 0.18142 1.11669 -5.53611 0.11
H -0.92958 2.36969 -5.95311 0.05
H -2.11758 2.56269 -4.17811 0.13
H -2.32158 1.41569 -3.08111 -0.03
H -3.60958 1.41469 -4.13511 0.08
C 0.86742 -1.99531 4.43689 -0.24
O 0.40042 -1.55531 3.37189 -0.03
N 1.96742 -1.37031 5.07789 -0.20
C 2.51142 -2.05531 6.18289 -0.08
C 2.52042 -0.14131 4.55389 -0.04
H 0.40542 -2.73431 5.00089 0.11
H 3.32842 -2.57931 5.70289 0.09
H 1.99142 -2.82431 6.64289 0.06
H 2.93142 -1.37231 6.93189 0.10
H 2.38942 0.57469 5.26289 0.05
H 2.08042 0.30569 3.44889 0.17
H 3.50242 -0.17831 4.22589 0.05
C 0.45842 1.17069 -1.40011 -0.31
O 1.31042 2.11869 -1.34511 -0.05
N -0.10758 0.65769 -0.32111 -0.16
C -1.08758 -0.53931 -0.41111 0.01
C 0.03742 0.95869 1.02589 -0.10
H -0.02958 0.81069 -2.24711 0.10
H -0.90958 -1.14931 -1.23311 0.06
H -2.06858 -0.15031 -0.32211 0.07
H -1.07058 -1.16131 0.48189 0.08
H -0.79758 1.44169 1.43689 0.07
H 0.87342 1.63569 1.14489 0.08
H 0.12542 0.03469 1.78589 0.11


Entry 2:
52
Properties=species:S:1:pos:R:3:lowdin_charge:R:1 method="wB97M-V/def2-TZVPD" relative_energy_kj_mol=11.44 lumo_energy_ev=-0.5 homo_lumo_gap_ev=8.792 molar_mass_g_mol=555.1 e_tot_ev=-49101.8441
Sn 1.36324 -0.14354 -0.02609 1.34
O -2.57113 -0.23641 -1.22267 0.08
C -1.54977 0.28023 -0.82086 -0.58
O -0.36072 -0.16577 -1.14146 -0.26
C -1.64557 1.47418 0.11132 -0.04
C -2.92571 1.96729 0.31696 0.06
C -3.15584 3.02981 1.16636 -0.13
C -2.11989 3.64008 1.85348 0.09
C -0.86091 3.12920 1.67665 -0.07
C -0.54863 2.06671 0.79614 -0.29
O 0.70027 1.71383 0.67159 -0.29
N 0.21687 3.71320 2.48602 -0.34
O 0.87438 2.95403 3.17180 0.08
O 0.35141 4.91720 2.45332 0.11
N -4.52223 3.50825 1.37325 -0.35
O -4.67527 4.49833 2.06088 0.08
O -5.42699 2.88032 0.85501 0.07
H -3.74705 1.50591 -0.21159 0.13
H -2.29893 4.47441 2.51603 0.14
C -5.76567 -0.43826 2.19931 -0.05
C -4.74748 -1.00373 1.22414 -0.20
N -4.44492 -2.41481 1.45842 -0.04
C -5.46858 -3.40218 1.11374 -0.19
C -6.08419 -4.06261 2.33778 -0.07
C -3.23219 -2.88397 1.80903 -0.43
O -2.93986 -4.07162 1.82972 0.07
C -2.17957 -1.88298 2.20860 -0.10
C -2.22192 -1.17949 3.40300 0.02
C -1.16728 -0.34117 3.73452 -0.01
C -0.11809 -0.20711 2.84627 -0.11
N -0.08504 -0.88047 1.68883 -0.06
C -1.08145 -1.71268 1.38462 -0.07
H -5.97223 0.60454 1.95676 0.06
H -5.39917 -0.49215 3.22650 0.07
H -6.70783 -0.98661 2.15063 0.07
H -3.81862 -0.44071 1.26804 0.09
H -5.10248 -0.90437 0.19575 0.13
H -5.01217 -4.15524 0.47052 0.12
H -6.22919 -2.87987 0.53284 0.12
H -5.31985 -4.58923 2.90721 0.07
H -6.84171 -4.78577 2.03351 0.08
H -6.55858 -3.32313 2.98411 0.07
H -3.07156 -1.28533 4.06646 0.13
H -1.16224 0.22229 4.65663 0.12
H 0.69546 0.48109 3.03546 0.11
H -1.01327 -2.22904 0.43504 0.13
N 2.29967 -2.90257 1.54473 -0.08
N 1.70662 -3.09856 0.26149 -0.13
H 2.82979 -3.71510 1.84195 0.07
H 1.55573 -2.75921 2.21556 0.05
H 1.27917 -4.01491 0.16345 0.08
H 2.43834 -3.01457 -0.43292 0.05


Entry 3:
52
Properties=species:S:1:pos:R:3:lowdin_charge:R:1 method="wB97M-V/def2-TZVPD" lumo_energy_ev=-1.4 homo_lumo_gap_ev=6.906 molar_mass_g_mol=470.4 e_tot_ev=-46136.5553 smiles="O=[N+]([O-])c1cc([N+](=O)[O-])c2nnnn2c1.CC(=O)N1CCN2CCN(C(C)=O)c3cncc1c32"
O 2.48244 -3.12478 -2.66984 0.09
N 1.36087 -3.35868 -2.18986 -0.31
O 0.41085 -3.82462 -2.86344 0.05
C 1.09694 -3.07447 -0.77829 -0.05
C -0.19689 -3.20203 -0.27310 0.11
C -0.48878 -2.83702 1.06093 -0.11
N -1.74066 -3.07773 1.72140 -0.30
O -2.68366 -3.66639 1.14963 0.08
O -1.80367 -2.67545 2.91225 0.05
C 0.50349 -2.29967 1.86626 0.07
N 1.75468 -2.15306 1.33470 -0.02
N 2.86317 -1.69753 1.99669 0.07
N 3.86930 -1.87942 1.18151 -0.01
N 3.48490 -2.42777 0.00059 0.08
C 2.14817 -2.59073 0.07940 -0.19
H -0.99144 -3.60580 -0.89313 0.14
H 0.39553 -2.11799 2.92887 0.11
C -1.20221 4.49701 0.25155 -0.01
C -0.60607 3.33087 0.99912 -0.43
O 0.19238 2.55473 0.47852 0.05
N -1.00178 3.23653 2.34642 0.01
C -1.69827 4.34894 2.97860 -0.13
C -1.31093 4.47788 4.43204 -0.14
N -1.46750 3.21996 5.11978 -0.10
C -1.36180 3.31113 6.55497 -0.14
C -1.81405 2.03106 7.21560 -0.13
N -1.16614 0.86763 6.62706 0.01
C -0.85393 -0.23784 7.44226 -0.43
C -1.51317 -0.21596 8.79849 -0.01
O -0.07921 -1.12596 7.09850 0.06
C -0.86904 0.88127 5.25757 -0.08
C -0.47967 -0.26865 4.55375 -0.05
N -0.19213 -0.22554 3.25466 0.02
C -0.35370 0.86956 2.52476 -0.05
C -0.77055 2.08047 3.10323 -0.08
C -1.05629 2.06850 4.49567 -0.07
H -2.28596 4.56948 0.40747 0.09
H -0.72124 5.43940 0.54937 0.09
H -1.00084 4.35024 -0.81052 0.09
H -1.44306 5.27494 2.46187 0.11
H -2.78397 4.19878 2.89343 0.14
H -0.26665 4.83287 4.51613 0.14
H -1.95891 5.21536 4.92338 0.13
H -0.31975 3.54000 6.84930 0.14
H -1.99531 4.14193 6.89079 0.13
H -1.56936 2.08132 8.27766 0.11
H -2.90478 1.92947 7.12426 0.14
H -2.58319 0.01715 8.72865 0.09
H -1.38968 -1.20283 9.24666 0.09
H -1.02014 0.50820 9.46281 0.09
H -0.36768 -1.22745 5.03720 0.11
H -0.11831 0.78573 1.47487 0.10


Entry 4:
50
Properties=species:S:1:pos:R:3:lowdin_charge:R:1 method="wB97M-V/def2-TZVPD" relative_energy_kj_mol=48.17 total_charge=+1 lumo_energy_ev=-4.3 homo_lumo_gap_ev=6.300 molar_mass_g_mol=379.5 e_tot_ev=-41091.0569
C 1.92428 -1.70997 3.47146 -0.22
C 0.57246 -2.10976 2.92283 -0.19
N -0.40603 -1.08198 3.14232 -0.12
C -1.81042 -1.40558 2.96641 -0.14
C -2.46331 -0.03964 3.00405 -0.19
N -1.38118 0.91937 2.79863 -0.01
C -0.25184 0.26680 2.95980 -0.66
S 1.30849 1.00496 3.02507 0.99
C 2.38980 -0.43174 2.81074 -0.46
H 1.88533 -1.59399 4.55726 0.12
H 2.63582 -2.50394 3.23617 0.12
H 0.67202 -2.31809 1.84324 0.13
H 0.19403 -3.01499 3.41460 0.13
H -1.97375 -1.89584 1.99936 0.12
H -2.13609 -2.07299 3.76490 0.13
H -3.23850 0.05577 2.23854 0.11
H -2.92635 0.09704 3.99161 0.12
H 3.34604 -0.10576 3.23455 0.08
H 2.48931 -0.56600 1.72729 0.08
C -5.87014 8.42082 7.29551 -0.04
O -4.64291 7.66675 7.20719 -0.06
C -4.36447 7.00339 6.05500 -0.23
C -3.14772 6.27678 6.02076 0.03
C -2.80092 5.57059 4.89200 0.00
C -3.63618 5.54223 3.74928 -0.15
C -3.27167 4.76014 2.59818 -0.12
O -4.15787 4.89655 1.57690 0.11
C -3.96586 4.21816 0.39152 -0.15
C -2.84161 3.39153 0.20206 -0.13
C -2.69751 2.82001 -1.09284 0.01
C -3.67393 3.01843 -2.06144 -0.05
C -4.80671 3.81198 -1.80023 -0.03
C -4.94676 4.43569 -0.56843 0.02
C -2.00289 3.18327 1.31650 0.06
C -2.16934 3.92072 2.47468 0.04
C -4.83848 6.28972 3.78462 0.01
C -5.20877 6.99938 4.91313 0.01
H -5.83525 8.84088 8.29852 0.10
H -5.90122 9.22309 6.54456 0.10
H -6.74839 7.76924 7.18301 0.10
H -2.51101 6.29033 6.90257 0.13
H -1.86762 5.01281 4.86091 0.11
H -1.79934 2.23417 -1.29736 0.13
H -3.57206 2.55892 -3.04871 0.12
H -5.58240 3.94828 -2.55236 0.12
H -5.78753 5.08172 -0.32106 0.13
H -1.20466 2.44334 1.27741 0.10
H -1.47860 3.82432 3.30692 0.12
H -5.51727 6.32196 2.93404 0.13
H -6.15350 7.55197 4.92086 0.12


Entry 5:
8
Properties=species:S:1:pos:R:3:lowdin_charge:R:1 method="wB97M-V/def2-TZVPD" relative_energy_kj_mol=334.75 lumo_energy_ev=0.8 homo_lumo_gap_ev=10.402 molar_mass_g_mol=73.1 e_tot_ev=-7704.3735 smiles="O=C1CON1"
C -0.56827 -0.47523 -0.37650 -0.35
C -0.19027 0.40317 0.79165 -0.10
N 0.99254 -0.40970 -0.76482 0.07
O -1.47712 -1.07395 -0.79919 0.15
O 1.16535 0.56789 0.32286 -0.13
H -0.67075 1.28711 0.79905 0.08
H -0.44524 -0.20206 1.74992 0.17
H 1.19377 -0.09723 -1.72298 0.11


Calculated values (eV) of highest occupied orbital energy for the records, taken in order: -8.8883 -9.2786 -8.3157 -10.6237 -9.5856.